Record 1
Molecular formula: C37H32BrCaClN5O5PS
Method: DFT, the ωB97M-V functional and the def2-TZVPD basis

```
84
C37H32BrCaClN5O5PS (the ωB97M-V functional and the def2-TZVPD basis)
C -3.8049 -3.5463 1.4445
O 3.3966 -6.0172 -0.4836
S 1.9318 0.6666 -5.4115
H -4.5280 4.0421 -1.8376
C -3.0838 -2.4000 1.7315
H 6.2625 3.9565 2.3795
C -3.9535 1.5345 4.2354
C 4.7941 3.3640 -0.6102
H 3.4789 1.1322 4.8922
C 2.8143 -2.8249 -0.7305
H -2.9423 -1.0707 -1.3713
C -2.4647 0.4368 2.6886
O 2.0529 -7.0649 0.9307
H -0.8938 2.3315 -0.3449
C 2.3957 -6.0523 0.3671
H -4.8000 -4.6880 -0.0645
C -2.6301 3.3033 -1.1689
H 0.0699 -5.5463 1.9889
N 0.0853 -3.4828 1.4594
C -2.6745 1.2139 0.0259
C 2.0614 -0.3910 -4.0027
H -0.8753 1.5032 -6.5550
O 3.6738 -3.5541 -1.2430
C -3.2362 1.0435 5.3145
C 3.8022 2.5200 -0.1892
H -4.0482 -4.2389 2.2355
O 2.7148 -1.5902 -0.9306
H -5.7851 2.1125 -0.9544
H -4.2683 -3.0808 -1.8637
C -4.2296 -3.7978 0.1516
C 1.6429 -4.7848 0.6207
Ca 1.4993 -0.2862 0.1604
H 3.2132 -1.4107 -2.7237
Cl -0.3857 -1.0452 3.4902
C 5.5864 3.5492 1.6380
H -0.7017 -3.1020 1.9701
H 0.2841 3.7432 -4.8282
C 4.5874 2.6525 2.0737
H -1.5406 -0.1438 5.9137
C 2.7207 0.7761 2.9015
C 3.6699 2.0616 1.1427
C -3.1834 -1.7650 -0.5779
N 0.9602 -0.4392 -3.3171
H 5.1669 2.7700 4.1380
O -0.4085 -0.5257 -1.0317
C -4.7124 2.1612 -0.8356
C -1.7605 -0.0414 3.7914
H -0.6381 3.9480 -6.3166
H 3.5835 -5.0890 -0.8451
H -2.7824 -2.2065 2.7512
C 4.4855 2.3077 3.4360
H 0.9547 3.1845 -6.3613
C -3.9222 -2.8989 -0.8569
H 4.8690 3.6534 -1.6484
H -2.0782 4.1488 -1.5529
H 4.0183 -0.8908 -4.1725
H -1.5261 2.0161 -4.9888
N 0.8361 -2.6857 0.7010
C 0.2854 0.9832 -4.8693
C 0.5282 -4.7461 1.4441
C 3.5567 1.3957 3.8448
N -0.0161 0.3432 -3.8014
Br 2.5064 2.0172 -1.5360
C -4.0042 3.2448 -1.3304
C -0.6143 1.9232 -5.5802
H -0.2570 -1.4760 -1.0082
N 3.1585 -1.0783 -3.6883
C -1.9677 2.2919 -0.4922
C -4.0529 1.1516 -0.1596
P -1.7477 0.0001 1.0395
C 1.7952 -3.4421 0.1839
C -3.5682 1.2435 2.9387
C 5.7141 3.8747 0.3177
H 6.5020 4.5337 -0.0200
C 0.0395 3.2877 -5.7835
H -0.3832 -0.2962 -1.9787
H -4.8184 2.1592 4.3967
C 2.7261 1.0730 1.5511
H -4.1343 1.6515 2.1169
H -3.5281 1.2864 6.3261
H -4.6096 0.3123 0.2336
C -2.1223 0.2493 5.0931
H 2.0279 0.0371 3.2813
C -2.7702 -1.4925 0.7248
```

Computed properties:
**2S+1**: 1
**Relative energy (zero: lowest compared OMol25 entry of this formula, charge and spin)**: 37.5 kcal per mole
**F_max**: 0.029 hartree/bohr
**Orbital gap**: 7.977 eV

The molecule's Löwdin atomic charges, reported in e, are given here: -0.079 0.124 1.073 0.103 -0.120 0.110 -0.071 -0.147 0.098 -0.564 0.106 -0.363 0.093 0.095 -0.511 0.104 -0.075 0.140 0.017 -0.372 -0.719 0.113 0.062 -0.073 -0.550 0.105 -0.218 0.106 0.107 -0.081 -0.030 1.178 0.066 0.744 -0.042 0.081 0.077 -0.174 0.106 -0.178 -0.254 -0.110 -0.053 0.107 -0.295 -0.074 -0.654 0.073 0.070 0.082 -0.054 0.056 -0.067 0.092 0.104 0.105 0.114 0.016 -0.603 0.021 -0.093 -0.010 0.801 -0.082 -0.244 0.036 0.129 -0.086 -0.121 1.072 -0.123 -0.060 -0.087 0.102 -0.108 0.022 0.105 -0.239 0.091 0.107 0.113 -0.098 0.015 -0.359

***

Record 2
Molecular formula: C37H33BN2
Method: DFT, the ωB97M-V functional and the def2-TZVPD basis

```
73
C37H33BN2 (the ωB97M-V functional and the def2-TZVPD basis)
H -9.0120 1.8797 1.5619
H -2.2771 2.7200 -2.1355
C 6.8917 0.9162 3.0208
C -0.1186 1.2042 -2.1971
C -5.2750 -3.4964 0.0025
C -5.8965 -1.5803 1.9565
C 6.1754 0.1159 2.1307
C 1.5768 1.4184 -0.3557
C -4.9275 -2.1605 -0.2027
H 0.8185 1.1383 -5.3674
C -5.2549 -1.2005 0.7713
H -4.3839 -1.8615 -1.1000
C 6.8042 -1.5875 -0.2531
C 5.4153 -1.3927 -0.1940
H -4.9905 -4.2411 -0.7433
H -6.8371 -3.1828 3.0361
H 4.1595 -0.6213 -2.4336
C -2.5794 -0.4075 0.1741
H -7.5449 0.1304 0.5720
C -5.9786 -3.8643 1.1560
H -0.1498 2.2280 -2.6190
H -4.0615 2.4390 1.6415
H 6.1345 -0.9677 2.2694
C 5.0707 -3.7556 -0.6243
C -3.6761 0.4445 -0.0197
B 0.2198 0.1309 -5.7737
C -7.1127 1.0302 1.0195
C -5.7177 1.1751 1.0619
H 7.4302 0.4457 3.8446
C -7.3616 3.1874 2.0912
H -6.2840 -4.9027 1.2963
H 7.4755 -0.7405 -0.0878
H 4.9150 2.5583 0.0946
C 1.2405 0.9390 -1.6221
C -1.3119 0.9757 -1.3266
H 0.6427 -0.9034 -5.2440
H 8.4040 -2.9957 -0.5672
C 6.1715 2.9029 1.8247
C 6.9222 2.3054 2.8444
C 2.7950 1.0640 0.2079
C -5.1475 2.3403 1.6004
C 5.4835 2.1055 0.9089
C 7.3218 -2.8565 -0.5167
H -2.6684 -1.2732 0.8259
C -1.4098 -0.1861 -0.5419
H -4.4584 2.1802 -1.0665
H -5.5186 4.2792 2.4540
C -5.9707 3.3579 2.0825
H -7.9998 3.9618 2.5160
H 3.0175 1.3935 1.2202
H 6.1151 3.9879 1.7269
N 4.8993 -0.1125 0.0800
C 2.1743 0.2267 -2.3885
C -2.3985 1.8303 -1.5083
C -6.2892 -2.9084 2.1329
H -6.0752 -0.8325 2.7341
C 3.7098 0.2949 -0.5269
H -0.5810 -0.8987 -0.4609
H 0.8631 2.0566 0.1849
H 4.3858 -4.5955 -0.7576
N -4.8946 0.1425 0.5829
H -1.0011 0.2415 -5.7690
H 1.9254 -0.0912 -3.4039
H 3.4690 -2.3316 -0.2968
C 3.4198 -0.0815 -1.8467
H -0.2684 0.4291 -2.9225
C -7.9289 2.0220 1.5574
C 6.4560 -3.9422 -0.7063
C 4.5478 -2.4847 -0.3695
C -3.5926 1.5568 -0.8669
C 5.5180 0.7065 1.0403
H 7.5244 2.9280 3.5065
H 6.8603 -4.9342 -0.9159
```

Computed properties:
**2S+1**: 1
**F_max**: 0.078 hartree/bohr
**Orbital gap**: 6.396 eV

The molecule's Löwdin atomic charges, reported in e, are given here: 0.104 0.118 -0.081 -0.130 -0.081 -0.026 -0.029 -0.020 -0.026 -0.025 -0.234 0.121 -0.029 -0.231 0.104 0.103 0.123 -0.012 0.123 -0.102 0.136 0.120 0.122 -0.081 -0.237 0.094 -0.029 -0.230 0.104 -0.101 0.098 0.123 0.118 -0.234 -0.237 -0.029 0.104 -0.081 -0.103 -0.014 -0.026 -0.029 -0.081 0.123 -0.009 0.123 0.103 -0.082 0.097 0.120 0.104 0.002 -0.016 -0.030 -0.079 0.124 -0.232 0.126 0.129 0.103 -0.001 -0.029 0.083 0.120 -0.008 0.099 -0.083 -0.101 -0.022 -0.013 -0.225 0.097 0.098

***

Record 3
Molecular formula: C37H33I2N4O2PSScTe
Method: DFT, the ωB97M-V functional and the def2-TZVPD basis

```
82
C37H33I2N4O2PSScTe (the ωB97M-V functional and the def2-TZVPD basis)
H 1.2322 6.0081 0.6954
P 1.3691 -1.4692 -1.0343
C 2.4239 2.0418 -2.5258
H -0.7532 -1.3485 3.4209
C 2.7377 -2.0514 2.7970
C -6.2987 2.5418 -1.3693
C 0.9886 3.9019 0.3097
C 1.1150 1.5459 2.6700
C 2.7491 1.0283 4.5077
H 0.0949 -3.5437 0.4176
H 2.9550 -5.5708 -4.6281
N -8.1970 1.0980 -1.6389
C 1.7336 -2.6255 -3.5037
H 1.9871 3.6033 0.6079
C 2.5956 -1.5337 1.5158
C 2.3994 -4.0280 -1.6650
S -2.4890 2.2115 -2.4393
O -1.8715 0.9486 -2.9805
H -3.1349 -3.5523 -1.0020
Sc -0.4018 0.5973 -1.5352
H -1.5340 -0.2617 4.5841
H 4.0945 0.5095 6.0904
C 0.9869 -3.6399 2.3624
H -6.9232 3.2795 -0.8817
Te -0.9599 1.1334 2.3355
C -4.1665 1.8408 -2.1928
C 2.1281 -3.6044 -4.3996
C 1.4985 0.8172 3.9299
C 0.8339 -3.1186 1.0878
C 3.1236 0.3356 5.6457
H 3.2258 -0.7146 1.1935
I -1.9289 -2.6020 -3.1827
I -2.3935 -1.1885 0.0445
H 3.4672 -1.6250 3.4729
N -1.7386 2.2284 -1.0286
H 4.4098 -0.9104 -0.9823
C 2.6502 -4.8030 -3.9297
C 2.2429 -0.5745 6.2210
H 5.6064 1.0774 -1.8490
H 0.3080 -1.4856 6.1050
C 0.6173 -0.0899 4.5059
H 2.0631 -3.5065 4.2152
H 1.3412 -1.6831 -3.8729
H 2.0326 -3.4335 -5.4638
H 4.3407 2.9379 -2.8542
C -4.9623 2.7961 -1.5646
H -4.1352 -2.2480 -1.7090
C 0.9973 -0.7809 5.6545
H 3.2016 -5.9404 -2.1982
H 0.3631 -4.4631 2.6867
C -6.8693 1.3345 -1.8109
H -6.4831 -0.5355 -2.8084
H 1.8981 2.8740 -2.9829
C 3.8585 -0.0695 -1.3876
C -0.7218 -0.3535 3.8655
C -1.0391 3.3104 -0.5303
N -1.5425 4.5342 -0.4993
C -4.7069 0.6403 -2.6357
H -8.7772 1.7537 -1.1506
C 1.8642 -2.8312 -2.1302
C 1.9420 -3.1060 3.2172
H -4.0784 -0.0789 -3.1455
O -2.3111 3.3834 -3.2285
H 2.5196 -4.1967 -0.6029
C -0.7216 5.4803 -0.0521
C -3.1345 -2.5606 -1.4368
C 0.5773 5.2204 0.3556
C 2.4621 -0.0942 -1.4509
H 2.5257 -1.1125 7.1162
H 3.4306 1.7426 4.0602
C 2.7859 -5.0117 -2.5659
C 3.8055 2.0856 -2.4534
H -4.5261 3.7305 -1.2307
C 1.6470 -2.0708 0.6498
N 0.1810 2.9312 -0.1117
C -6.0494 0.3888 -2.4463
C 4.5255 1.0340 -1.8826
H 1.7005 1.2114 1.8130
C 1.7071 0.9458 -2.0212
H 1.2361 2.6210 2.7851
H -8.6070 0.2273 -1.9193
H -1.1244 6.4862 -0.0248
```

Computed properties:
**2S+1**: 1
**F_max**: 0.012 hartree/bohr
**Net charge**: +1
**Orbital gap**: 7.646 eV

The molecule's Löwdin atomic charges, reported in e, are given here: 0.110 1.007 -0.119 0.043 -0.066 -0.009 -0.120 -0.427 -0.045 0.098 0.109 0.130 -0.146 0.122 -0.073 -0.073 0.637 -0.454 -0.032 0.702 0.059 0.108 -0.071 0.119 1.244 -0.312 -0.073 -0.298 -0.139 -0.080 0.099 0.876 0.865 0.108 -0.213 0.114 -0.070 -0.074 0.109 0.121 -0.298 0.112 0.097 0.110 0.108 -0.042 -0.045 -0.045 0.109 0.111 -0.302 0.116 0.100 -0.082 -0.412 -0.506 0.160 -0.073 0.105 -0.365 -0.069 0.088 -0.225 0.101 -0.087 -1.067 -0.025 -0.430 0.108 0.119 -0.066 -0.073 0.124 -0.374 0.063 -0.017 -0.068 0.043 -0.263 0.050 0.104 0.120

***

Record 4
Molecular formula: C37H33N2O2
Method: DFT, the ωB97M-V functional and the def2-TZVPD basis

```
74
C37H33N2O2 (the ωB97M-V functional and the def2-TZVPD basis)
C -3.0896 0.0121 -3.8052
C 1.0058 -0.7415 -1.1107
C 1.3358 -3.1149 -0.7137
C 4.5071 0.1189 -0.0700
H 3.9195 1.1860 3.6988
H 4.8616 0.4368 -3.4524
H 2.7795 -0.8090 0.8724
H 1.3633 -3.3012 -1.7997
C -1.7360 -1.5007 2.6490
C -3.0531 -1.9312 2.6462
C -1.1358 1.3272 -3.2045
C 1.5888 1.7569 2.1026
C -5.8449 -2.1786 3.0147
C 1.3888 4.0412 1.4338
H 1.7946 5.0505 1.3574
H -1.4870 2.3287 0.6807
H -2.5962 -2.1970 -2.4914
N -1.1444 -0.7509 -2.3795
C 4.3815 0.2576 -2.4860
C -2.1669 -0.1364 0.6927
C 2.6042 -1.9897 3.7372
C 2.1359 3.0255 2.0401
H -0.4835 4.5945 0.4917
C -3.4852 -0.5314 0.6833
C -3.5180 1.0899 -4.5960
H -1.0662 -1.8594 3.4278
H -5.5836 -1.6251 3.9309
C 3.5172 -0.9440 3.9623
C 0.0990 3.7833 0.9366
H -3.1214 3.0875 -5.3078
C -0.4641 2.4989 1.0039
C 5.0998 0.4398 -1.3002
C -1.2703 -0.5579 1.6998
H -3.6529 -0.9129 -3.6906
H 2.3447 -3.1163 -0.2836
H 0.7251 -3.8637 -0.2064
H -1.7802 0.4986 -0.1004
H 1.0120 2.1945 -0.9504
H 3.1135 3.2014 2.4823
C -1.5654 2.4265 -3.9475
H -4.4444 1.0045 -5.1641
C 2.0887 0.5677 2.7725
H -3.3968 -2.6329 3.4070
C 0.0090 -0.1535 -1.9238
C -1.8678 0.1573 -3.1522
H 6.1298 0.8032 -1.3231
H -6.9237 -2.1516 2.8616
C -2.7634 2.2772 -4.6717
C 3.0347 -0.1020 -2.4366
C -1.6725 -2.0165 -1.9385
O -5.3145 -1.5391 1.8228
H 4.4420 -1.1456 4.5090
H 1.9105 2.0180 -2.4802
C 1.1315 -0.4918 2.5573
H 5.0535 0.2686 0.8685
C -3.9690 -1.3706 1.7185
C 0.3032 1.4477 1.5276
H 0.4913 3.1033 -2.4039
C 0.0251 0.0484 1.7944
H 2.8175 -2.9818 4.1366
H -0.9658 -2.8239 -2.1419
C 2.4218 -0.3864 -1.1984
H 2.4267 -0.1744 -3.3413
H -5.5011 -3.2213 3.0962
C 3.2253 -0.4132 -0.0424
N 0.0146 1.1125 -2.4406
H 0.7397 -2.5961 2.7971
C 3.2515 0.3507 3.4978
H -0.9718 3.3421 -3.9745
H -1.9009 -1.9758 -0.8661
C 1.4216 -1.7772 3.0168
O 0.6850 -1.8496 -0.4231
H -4.1829 -0.1581 -0.0639
C 0.9187 2.1654 -2.0454
```

Computed properties:
**2S+1**: 1
**Relative energy (zero: lowest compared OMol25 entry of this formula, charge and spin)**: 0.0 kcal per mole
**F_max**: 0.041 hartree/bohr
**Net charge**: +1
**Orbital gap**: 3.632 eV

The molecule's Löwdin atomic charges, reported in e, are given here: -0.001 -0.204 -0.024 -0.062 0.121 0.112 0.098 0.102 0.023 0.015 -0.148 -0.108 -0.040 -0.044 0.114 0.110 0.091 0.007 -0.072 -0.036 -0.047 0.008 0.115 0.025 -0.073 0.113 0.106 -0.035 -0.069 0.109 -0.017 -0.075 -0.145 0.106 0.091 0.095 0.106 0.083 0.120 0.003 0.109 -0.120 0.113 -0.135 -0.157 0.108 0.098 -0.072 -0.049 0.012 -0.063 0.117 0.088 -0.130 0.108 -0.230 -0.100 0.094 0.009 0.113 0.095 -0.179 0.126 0.097 -0.021 0.009 0.115 -0.002 0.110 0.082 -0.009 -0.160 0.134 0.016

***

Let's list calculated total energy in order: -177707.56720 -42559.10356 -113275.50110 -45972.28126 eV.